Molecular formula: C7H13S
Method: DFT, wB97M-V/def2-TZVPD

Geometry as XYZ:
```
21
Properties=species:S:1:pos:R:3:mulliken_charge:R:1
C 2.1813 -2.3206 2.1961 -1.041
C 1.6298 -2.0721 0.9335 -0.095
C 2.5554 -1.9488 -0.1822 -0.325
C 2.2756 -1.5728 -1.4667 -0.866
H 3.2137 -2.5549 2.3753 0.284
H 1.4795 -2.2983 3.0805 0.210
H 0.5482 -1.8980 0.8843 0.246
H 3.5934 -2.1339 0.0624 0.169
H 3.0565 -1.6273 -2.2593 0.201
H 1.2839 -1.2600 -1.7179 0.233
C -1.2116 3.2406 -0.6381 -1.008
C -2.4534 2.4459 -0.0815 -0.487
C -1.9281 1.1530 0.6038 -0.733
S -1.1673 0.0325 -0.6515 -0.705
H -0.6493 3.6268 0.2387 0.270
H -1.5617 4.0715 -1.2935 0.313
H -0.5838 2.5413 -1.3239 0.266
H -2.8941 3.1394 0.6263 0.328
H -3.2327 2.2334 -0.8713 0.254
H -2.7410 0.6233 1.1634 0.255
H -1.1293 1.4648 1.2692 0.231
```

LUMO (alpha / beta)	6.32 / 6.32	eV
energy	-672.52207	a.u.
gap between HOMO and LUMO (alpha / beta)	2.76 / 5.82	eV
E_HOMO (alpha / beta)	3.56 / 0.50	eV
⟨S²⟩	0.766
multiplicity	2
total charge	-2